# 1
10
Properties=species:S:1:pos:R:3:lowdin_charge:R:1 method="wB97M-V/def2-TZVPD" orbital_gap_ev=8.7 e_lumo_ev=-0.50 charge=0
C 0.765 0.466 0.349 -0.34
N -0.260 -2.061 0.717 -0.27
P -0.419 -0.793 -0.122 0.30
S -2.253 0.339 0.321 0.34
H 1.664 0.269 -0.170 0.01
H 0.429 1.455 0.107 0.02
H 0.896 0.266 1.482 0.09
H -0.883 -2.891 0.509 0.02
H -0.524 -0.227 -2.113 0.06
H -2.420 1.294 -0.561 -0.23


# 2
80
Properties=species:S:1:pos:R:3:lowdin_charge:R:1 method="wB97M-V/def2-TZVPD" orbital_gap_ev=7.6 e_lumo_ev=-2.18 smiles="O=C(O)CC1=C(P(O)Cl)C(=O)C(CCCF)=C(N=C=S)C1=O.CC(C)O.CC(C)O.CC(C)O.CC(C)O" charge=0
O 4.651 -4.531 0.097 0.16
C 3.709 -3.822 0.222 -0.49
O 2.434 -4.330 0.281 0.09
C 3.841 -2.309 0.337 -0.05
C 2.533 -1.592 0.184 -0.15
C 2.005 -0.738 1.073 -0.27
P 2.850 -0.335 2.655 0.62
O 1.610 0.040 3.619 -0.34
Cl 3.527 1.544 2.102 0.27
C 0.700 -0.079 0.759 -0.32
O 0.328 0.897 1.378 0.09
C -0.133 -0.630 -0.345 -0.08
C -1.554 -0.163 -0.402 -0.13
C -2.442 -0.904 0.604 -0.15
C -2.470 -2.402 0.365 -0.20
F -3.431 -3.001 1.177 -0.05
C 0.411 -1.488 -1.225 -0.13
N -0.328 -1.985 -2.309 0.13
C -0.146 -3.093 -2.795 -0.75
S 0.075 -4.461 -3.473 0.82
C 1.833 -1.870 -1.110 -0.28
O 2.444 -2.376 -2.023 0.15
H 2.040 -4.070 1.125 0.13
H 4.500 -2.014 -0.477 0.15
H 4.309 -2.112 1.298 0.10
H 1.317 0.950 3.468 0.04
H -1.549 0.887 -0.110 0.12
H -1.942 -0.214 -1.417 0.12
H -2.027 -0.738 1.600 0.12
H -3.458 -0.516 0.594 0.12
H -2.669 -2.634 -0.683 0.12
H -1.494 -2.831 0.606 0.12
C 4.717 6.095 1.980 -0.06
C 3.376 6.233 2.683 -0.50
C 3.486 5.905 4.164 -0.06
O 2.402 5.393 2.059 -0.06
H 5.081 5.065 2.054 0.08
H 4.620 6.332 0.920 0.07
H 5.464 6.757 2.417 0.08
H 3.009 7.252 2.559 0.11
H 3.813 4.870 4.301 0.08
H 2.516 6.012 4.650 0.08
H 4.200 6.561 4.663 0.08
H 2.705 4.483 2.153 0.04
C -6.584 -4.113 4.151 -0.06
C -7.305 -3.031 3.360 -0.50
C -8.192 -3.630 2.279 -0.07
O -6.365 -2.125 2.788 -0.06
H -5.935 -4.694 3.491 0.08
H -5.956 -3.667 4.923 0.08
H -7.290 -4.795 4.627 0.08
H -7.913 -2.430 4.037 0.14
H -7.588 -4.199 1.567 0.08
H -8.702 -2.842 1.725 0.08
H -8.941 -4.299 2.704 0.08
H -5.803 -2.623 2.183 0.07
C 0.559 8.734 0.769 -0.06
C 1.669 9.764 0.626 -0.50
C 1.667 10.402 -0.755 -0.06
O 2.936 9.163 0.894 -0.06
H 0.695 7.925 0.045 0.08
H 0.574 8.287 1.763 0.08
H -0.422 9.183 0.603 0.08
H 1.548 10.538 1.384 0.14
H 1.833 9.642 -1.523 0.08
H 2.468 11.137 -0.838 0.08
H 0.717 10.897 -0.961 0.08
H 3.075 8.469 0.241 0.08
C 1.481 -7.601 -6.781 -0.06
C 0.078 -8.185 -6.723 -0.50
C -0.905 -7.363 -7.542 -0.06
O -0.364 -8.285 -5.370 -0.06
H 1.489 -6.589 -6.365 0.07
H 2.171 -8.205 -6.191 0.08
H 1.850 -7.552 -7.806 0.08
H 0.095 -9.209 -7.098 0.14
H -0.967 -6.344 -7.148 0.08
H -1.903 -7.798 -7.491 0.08
H -0.602 -7.307 -8.588 0.08
H -0.389 -7.393 -5.008 0.06


# 3
89
Properties=species:S:1:pos:R:3:lowdin_charge:R:1 method="wB97M-V/def2-TZVPD" orbital_gap_ev=5.1 e_lumo_ev=1.72 charge=-1
N 5.635 -3.654 1.428 -0.22
P 5.966 -3.821 -0.113 0.39
O 6.945 -2.611 -0.592 -0.22
O 7.077 -5.005 -0.400 -0.21
C 4.627 -3.956 -1.160 -0.33
C 4.773 -4.769 -2.444 -0.34
C 3.519 -4.674 -3.330 -0.29
C 2.316 -5.060 -2.479 -0.51
S 0.882 -5.598 -3.456 0.83
C -0.195 -5.605 -2.018 -1.10
S -0.218 -6.914 -1.049 0.65
N -0.966 -4.487 -1.720 -0.17
C -1.383 -3.595 -2.809 -0.17
C -0.630 -2.286 -2.902 -0.20
O -0.594 -1.644 -1.644 -0.13
C 0.143 -2.458 -0.746 -0.18
C -0.610 -3.756 -0.476 -0.13
H 6.095 -4.363 1.984 -0.06
H 6.729 -1.872 -0.017 0.04
H 6.580 -5.828 -0.379 0.05
H 3.861 -4.379 -0.500 0.01
H 4.943 -5.848 -2.263 0.09
H 5.636 -4.421 -3.021 0.10
H 3.612 -5.324 -4.206 0.09
H 3.407 -3.638 -3.658 0.10
H 2.573 -5.878 -1.805 0.07
H 2.033 -4.190 -1.903 0.04
H -2.436 -3.353 -2.628 0.12
H -1.337 -4.121 -3.759 0.10
H 0.383 -2.424 -3.300 0.12
H -1.153 -1.600 -3.573 0.11
H 1.148 -2.615 -1.140 0.11
H 0.232 -1.909 0.189 0.12
H -1.522 -3.514 0.076 0.13
H -0.025 -4.418 0.160 0.10
C -3.277 0.719 -3.102 -0.03
C -4.644 0.031 -3.023 -0.44
C -5.544 0.080 -4.264 -0.31
F -5.899 1.346 -4.555 0.10
F -6.669 -0.626 -4.009 0.10
F -5.332 0.462 -1.948 0.14
F -4.380 -1.299 -2.849 0.10
O -3.149 2.000 -2.513 0.06
C -3.403 3.150 -3.190 -0.55
C -4.545 3.951 -2.550 -0.28
F -5.678 3.223 -2.555 0.10
F -4.755 5.071 -3.282 0.10
F -3.640 2.946 -4.500 0.15
F -2.294 3.929 -3.103 0.14
H -2.616 0.095 -2.497 0.14
H -2.882 0.699 -4.119 0.15
H -5.035 -0.364 -5.123 0.17
H -4.292 4.223 -1.525 0.15
C 3.000 -1.238 4.814 -0.03
C 2.335 -1.615 3.486 -0.43
C 3.153 -1.432 2.205 -0.31
F 3.438 -0.121 2.031 0.08
F 2.402 -1.849 1.169 0.09
F 1.136 -0.994 3.381 0.12
F 2.095 -2.960 3.571 0.10
O 2.651 0.023 5.363 0.05
C 3.325 1.169 5.089 -0.56
C 2.399 2.225 4.462 -0.29
F 1.899 1.787 3.297 0.11
F 3.117 3.351 4.228 0.09
F 4.419 0.974 4.345 0.16
F 3.734 1.699 6.276 0.12
H 2.606 -1.956 5.532 0.15
H 4.080 -1.381 4.766 0.15
H 4.079 -2.013 2.224 0.12
H 1.583 2.452 5.151 0.17
C -1.562 6.038 2.953 -0.04
C -2.039 4.764 2.244 -0.44
C -2.317 4.848 0.740 -0.30
F -3.334 5.702 0.484 0.09
F -2.675 3.625 0.295 0.10
F -3.114 4.250 2.876 0.14
F -1.013 3.873 2.358 0.11
O -2.539 6.775 3.661 0.05
C -3.266 7.773 3.090 -0.55
C -4.774 7.481 3.155 -0.29
F -5.059 6.351 2.484 0.10
F -5.437 8.506 2.574 0.10
F -2.878 8.046 1.834 0.15
F -3.072 8.897 3.824 0.14
H -0.883 5.677 3.725 0.15
H -0.982 6.669 2.279 0.15
H -1.428 5.175 0.195 0.18
H -5.089 7.382 4.195 0.17


# 4
75
Properties=species:S:1:pos:R:3:lowdin_charge:R:1 method="wB97M-V/def2-TZVPD" orbital_gap_ev="4.6 / 5.0" e_lumo_ev="-0.01 / -0.01" charge=0
Y 0.234 -0.007 -0.085 1.46
C 0.033 2.268 2.673 -0.13
N -0.992 1.522 1.849 -0.13
C -2.110 0.883 2.555 -0.11
C -1.943 -0.644 2.394 -0.28
N -1.073 -1.239 1.602 0.08
C -1.299 -2.662 1.811 -0.12
C -0.582 -3.830 1.403 0.00
C -1.070 -5.065 1.839 -0.08
C -2.103 -5.177 2.794 -0.09
C -2.799 -4.059 3.267 -0.03
C -2.406 -2.820 2.753 -0.17
N -2.731 -1.515 3.117 0.14
C 1.439 1.759 2.414 -0.31
N 1.770 0.735 1.602 0.07
C 3.182 0.642 1.700 -0.18
C 4.097 -0.242 1.116 -0.01
C 5.388 -0.253 1.651 -0.07
C 5.808 0.690 2.646 -0.07
C 4.944 1.727 3.084 -0.01
C 3.632 1.647 2.605 -0.16
N 2.475 2.353 3.008 0.17
H -0.212 2.184 3.713 0.11
H -0.040 3.349 2.431 0.11
H -1.345 2.221 1.179 0.02
H -3.085 1.147 2.074 0.13
H -2.153 1.137 3.656 0.13
H 0.402 -3.716 0.931 0.10
H -0.607 -5.991 1.471 0.11
H -2.365 -6.173 3.178 0.10
H -3.548 -4.129 4.053 0.11
H -3.383 -1.222 3.842 0.17
H 3.739 -0.913 0.373 0.08
H 6.105 -1.023 1.354 0.10
H 6.823 0.585 3.070 0.11
H 5.254 2.492 3.772 0.10
H 2.372 3.155 3.657 0.19
O -4.399 -0.370 -0.903 0.05
C -3.022 -0.376 -0.978 -0.45
O -2.317 0.632 -0.636 -0.13
C -2.433 -1.619 -1.525 -0.23
C -3.152 -2.720 -1.988 -0.04
C -2.430 -3.815 -2.429 -0.09
C -1.049 -3.838 -2.164 -0.05
C -0.322 -2.719 -1.679 -0.26
N -1.063 -1.566 -1.518 0.01
C 1.023 -2.590 -1.231 -0.50
O 1.998 -3.038 -2.092 0.06
O 1.426 -1.865 -0.234 -0.20
H -4.670 0.442 -0.423 0.12
H -4.244 -2.807 -1.916 0.11
H -2.932 -4.639 -2.913 0.09
H -0.493 -4.774 -2.270 0.10
H 1.595 -3.498 -2.843 0.10
C 3.613 0.336 -2.213 -0.07
O 2.652 1.331 -1.834 -0.24
C 1.279 1.246 -2.057 -0.32
C 0.928 1.850 -3.390 -0.13
H 3.781 0.334 -3.297 0.09
H 3.367 -0.640 -1.885 0.05
H 4.591 0.662 -1.874 0.09
H 1.659 1.439 -4.148 0.10
H 1.094 2.936 -3.420 0.07
H -0.091 1.560 -3.677 0.08
Se 0.180 3.288 -0.613 0.75
C -1.053 3.976 -1.949 -0.60
C -0.622 5.060 -2.734 -0.15
C -1.429 5.534 -3.755 -0.17
N -2.607 4.998 -4.085 0.04
C -3.013 3.954 -3.360 -0.16
C -2.295 3.415 -2.297 -0.10
H 0.337 5.579 -2.488 0.10
H -1.043 6.394 -4.323 0.10
H -4.023 3.573 -3.638 0.11
H -2.671 2.520 -1.771 0.08


# 5
14
Properties=species:S:1:pos:R:3:lowdin_charge:R:1 method="wB97M-V/def2-TZVPD" orbital_gap_ev=11.8 e_lumo_ev=0.42 smiles=C.O.O.O charge=0
C 0.403 -0.386 -6.743 -0.05
H 1.417 -0.301 -6.374 0.01
H 0.250 0.498 -7.367 0.02
H -0.438 -0.398 -6.049 0.01
H 0.297 -1.359 -7.228 0.01
O -3.534 -1.066 2.403 -0.05
H -3.685 -0.939 1.473 0.02
H -2.956 -1.839 2.508 0.04
O 3.533 1.343 3.821 -0.07
H 4.320 1.461 3.279 0.03
H 2.931 0.751 3.327 0.04
O -0.360 0.275 0.686 -0.05
H -0.968 0.197 -0.032 0.01
H -0.895 0.053 1.454 0.02


# 6
14
Properties=species:S:1:pos:R:3:lowdin_charge:R:1 method="wB97M-V/def2-TZVPD" orbital_gap_ev=9.5 e_lumo_ev=-0.14 charge=0
H -1.649 0.939 0.781 0.05
N -1.749 1.382 -0.138 0.14
C -0.665 1.656 -0.708 -0.22
C 0.700 1.436 -0.137 -0.29
O 0.921 1.322 1.040 0.04
H -0.705 2.109 -1.697 0.09
H 1.513 1.408 -0.888 0.11
H 0.230 -0.993 2.001 0.04
N -0.575 -1.328 1.468 0.08
C -0.337 -1.565 0.259 -0.41
N 0.839 -1.377 -0.429 0.08
H -1.159 -1.900 -0.361 0.11
H 1.674 -1.252 0.124 0.10
H 0.962 -1.838 -1.317 0.09


# 7
24
Properties=species:S:1:pos:R:3:lowdin_charge:R:1 method="wB97M-V/def2-TZVPD" orbital_gap_ev=8.7 e_lumo_ev=0.56 smiles="CC1=[N+]([O-])[C@H](O)c2ccccc2C1" charge=0
C -2.108 2.228 -1.239 -0.03
C -1.027 1.426 -0.609 -0.27
N -0.638 1.776 0.591 -0.12
O -1.085 2.712 1.367 -0.12
C 0.710 0.910 1.332 -0.20
O 1.900 1.486 1.031 0.10
C 0.593 -0.474 0.862 -0.16
C 1.033 -1.415 1.749 -0.01
C 1.131 -2.749 1.244 -0.05
C 0.911 -3.026 -0.094 -0.08
C 0.422 -2.024 -0.944 -0.01
C 0.235 -0.690 -0.511 -0.13
C -0.418 0.336 -1.374 -0.09
H -1.799 2.748 -2.239 0.13
H -2.526 2.906 -0.479 0.08
H -3.033 1.728 -1.444 0.07
H 0.431 1.269 2.431 0.19
H 2.241 1.077 0.310 0.06
H 1.335 -1.125 2.715 0.11
H 1.681 -3.543 1.802 0.12
H 0.915 -3.981 -0.445 0.07
H 0.106 -2.088 -1.990 0.12
H 0.200 0.612 -2.162 0.12
H -1.212 -0.099 -1.903 0.11


# 8
182
Properties=species:S:1:pos:R:3:lowdin_charge:R:1 method="wB97M-V/def2-TZVPD" orbital_gap_ev=8.9 e_lumo_ev=0.04 charge=0
C 31.089 19.270 -29.840 -0.25
S 31.197 19.932 -28.089 0.82
O 32.618 19.642 -27.648 -0.59
C 31.104 21.709 -28.494 -0.26
H 30.069 19.417 -30.194 0.04
H 31.472 18.266 -30.021 0.04
H 31.748 19.818 -30.513 0.05
H 32.038 21.898 -29.023 0.05
H 30.994 22.351 -27.620 0.05
H 30.230 21.875 -29.124 0.05
C 35.555 4.172 -30.078 -0.26
S 34.108 4.583 -31.160 0.84
O 32.877 4.462 -30.249 -0.59
C 34.495 6.386 -31.285 -0.26
H 35.586 3.093 -29.925 0.04
H 35.479 4.644 -29.099 0.05
H 36.445 4.552 -30.580 0.04
H 34.738 6.752 -30.287 0.04
H 33.594 6.890 -31.635 0.05
H 35.407 6.539 -31.862 0.05
C 38.227 23.956 -29.185 -0.27
S 37.104 22.826 -28.257 0.84
O 35.796 23.636 -28.074 -0.59
C 36.853 21.681 -29.699 -0.26
H 39.234 23.542 -29.230 0.04
H 38.422 24.885 -28.648 0.05
H 37.832 24.116 -30.188 0.05
H 36.226 20.831 -29.427 0.04
H 37.784 21.210 -30.015 0.05
H 36.444 22.250 -30.534 0.05
C 37.024 13.466 -40.250 -0.37
O 38.179 13.727 -39.993 0.01
N 36.047 13.432 -39.325 -0.16
C 34.655 12.994 -39.742 -0.04
C 36.314 13.653 -37.910 -0.05
H 36.646 13.263 -41.264 0.13
H 34.369 11.957 -39.570 0.07
H 34.513 13.068 -40.820 0.07
H 33.833 13.525 -39.260 0.08
H 35.820 14.533 -37.499 0.09
H 36.023 12.746 -37.379 0.08
H 37.369 13.731 -37.646 0.08
O 32.569 9.680 -36.516 0.07
C 31.742 8.837 -36.820 -0.56
O 30.490 8.732 -36.444 -0.01
C 29.786 9.729 -35.726 -0.20
C 30.009 9.523 -34.206 -0.05
C 32.201 7.605 -37.542 0.02
H 28.733 9.603 -35.976 0.12
H 30.145 10.695 -36.083 0.12
H 29.384 10.047 -33.484 0.07
H 31.027 9.899 -34.108 0.07
H 29.939 8.484 -33.883 0.08
H 32.978 7.819 -38.276 0.09
H 31.271 7.188 -37.929 0.09
H 32.715 6.960 -36.830 0.09
O 39.594 18.525 -32.771 0.09
C 40.113 18.098 -33.783 -0.50
O 40.963 18.730 -34.671 -0.03
C 41.405 20.052 -34.414 -0.21
C 40.244 21.133 -34.361 -0.05
C 39.906 16.661 -34.103 0.01
H 42.058 20.220 -35.271 0.11
H 42.057 20.106 -33.543 0.12
H 39.756 21.093 -35.335 0.06
H 40.648 22.145 -34.364 0.07
H 39.540 20.925 -33.555 0.06
H 39.679 16.024 -33.248 0.09
H 40.742 16.316 -34.711 0.09
H 39.025 16.519 -34.729 0.09
O 35.336 15.287 -33.229 0.05
C 35.154 15.000 -32.023 -0.52
O 34.999 13.791 -31.502 -0.01
C 35.088 12.586 -32.270 -0.20
C 36.535 12.037 -32.150 -0.05
C 35.250 16.042 -30.971 0.02
H 34.733 12.591 -33.301 0.12
H 34.351 11.927 -31.810 0.12
H 36.591 11.059 -32.628 0.07
H 36.658 12.009 -31.068 0.07
H 37.281 12.692 -32.600 0.07
H 35.516 17.032 -31.342 0.09
H 36.150 15.717 -30.449 0.09
H 34.468 16.090 -30.214 0.09
O 36.830 4.842 -35.257 0.05
C 36.859 4.830 -36.499 -0.50
O 37.167 5.899 -37.284 -0.04
C 37.525 7.199 -36.707 -0.18
C 37.842 8.095 -37.966 -0.05
C 36.548 3.589 -37.277 0.01
H 38.387 7.053 -36.056 0.12
H 36.719 7.634 -36.116 0.11
H 36.943 8.149 -38.580 0.07
H 38.716 7.642 -38.433 0.07
H 38.149 9.097 -37.665 0.07
H 36.714 2.691 -36.682 0.09
H 37.248 3.570 -38.112 0.09
H 35.513 3.598 -37.620 0.09
O 31.704 17.224 -34.827 0.08
C 31.319 16.311 -35.557 -0.49
O 31.046 16.469 -36.925 -0.06
C 31.271 17.676 -37.673 -0.22
C 30.155 18.765 -37.662 -0.04
C 31.051 14.958 -35.084 0.01
H 31.503 17.336 -38.683 0.11
H 32.301 17.958 -37.454 0.11
H 29.658 18.627 -36.702 0.07
H 29.435 18.665 -38.474 0.07
H 30.634 19.740 -37.757 0.07
H 31.566 14.206 -35.682 0.10
H 29.988 14.826 -35.289 0.10
H 31.239 14.942 -34.010 0.10
O 36.880 16.410 -24.387 0.13
C 37.205 17.253 -25.157 -0.57
O 37.862 17.112 -26.344 -0.01
C 38.310 15.784 -26.659 -0.24
C 39.366 15.993 -27.702 -0.09
C 36.837 18.654 -24.966 0.01
H 37.519 15.138 -27.040 0.13
H 38.894 15.257 -25.904 0.12
H 38.978 16.174 -28.705 0.07
H 39.874 15.042 -27.862 0.08
H 40.022 16.776 -27.322 0.09
H 35.877 18.721 -24.455 0.10
H 36.628 19.192 -25.891 0.09
H 37.614 19.136 -24.372 0.10
O 29.790 12.390 -29.548 0.04
C 29.702 13.571 -29.103 -0.46
O 28.735 14.496 -29.382 -0.03
C 27.790 14.169 -30.394 -0.22
C 26.660 15.224 -30.318 -0.07
C 30.731 14.081 -28.110 0.02
H 27.308 13.213 -30.187 0.12
H 28.292 14.119 -31.360 0.12
H 26.019 15.129 -29.441 0.07
H 25.932 15.203 -31.129 0.07
H 27.048 16.243 -30.324 0.07
H 31.551 14.555 -28.650 0.09
H 30.979 13.341 -27.350 0.09
H 30.279 14.956 -27.642 0.08
O 36.119 18.285 -38.451 0.08
C 37.141 18.679 -37.900 -0.56
O 37.172 19.399 -36.771 -0.05
C 35.975 19.794 -36.056 -0.18
C 35.768 21.260 -36.395 -0.06
C 38.482 18.461 -38.397 0.01
H 36.335 19.629 -35.040 0.12
H 35.152 19.092 -36.189 0.12
H 35.378 21.772 -35.516 0.08
H 35.123 21.423 -37.258 0.07
H 36.632 21.741 -36.855 0.08
H 38.950 17.707 -37.764 0.10
H 39.091 19.363 -38.452 0.10
H 38.442 18.038 -39.401 0.10
O 35.913 11.038 -26.893 0.06
C 36.679 10.361 -26.188 -0.51
O 37.193 10.687 -25.005 0.00
C 36.691 11.728 -24.246 -0.23
C 35.762 11.125 -23.197 -0.06
C 37.380 9.276 -26.949 0.01
H 36.160 12.488 -24.818 0.13
H 37.547 12.112 -23.691 0.13
H 35.775 11.591 -22.212 0.07
H 36.030 10.085 -23.008 0.08
H 34.720 11.162 -23.513 0.08
H 36.550 8.581 -27.075 0.09
H 38.312 8.867 -26.559 0.08
H 37.732 9.692 -27.893 0.09
O 43.594 9.200 -31.410 0.09
C 42.814 9.804 -30.692 -0.43
O 42.672 9.578 -29.292 -0.04
C 43.645 8.915 -28.533 -0.29
C 43.159 8.550 -27.188 -0.08
C 41.810 10.832 -31.224 0.02
H 44.519 9.558 -28.438 0.13
H 44.057 8.055 -29.061 0.12
H 43.074 9.412 -26.526 0.08
H 43.768 7.756 -26.756 0.08
H 42.153 8.130 -27.182 0.08
H 42.170 11.132 -32.209 0.09
H 41.776 11.711 -30.581 0.08
H 40.842 10.333 -31.268 0.09